w) Formula: C4H8ClN2
Source: the Open Molecules 2025 dataset
Level of theory: the ωB97M-V functional and the def2-TZVPD basis

## Properties
E_LUMO (alpha / beta)   -7.1434 / -6.3940 eV
Orbital gap (alpha / beta)   7.02 / 8.92 eV

Structure (ORCA input):
```
! wB97M-V def2-TZVPD RIJCOSX def2/J DEFGRID3
* xyz 1 1
C -2.76 -0.29 -0.72
C 1.25 -1.06 0.45
C 0.76 1.43 0.28
C 0.42 0.07 -0.28
N -0.79 -0.34 0.19
N -1.60 -0.84 -0.68
Cl -3.63 0.40 0.47
H 1.03 -2.09 0.11
H 2.30 -0.88 0.10
H 1.12 -0.62 1.46
H 0.31 2.31 -0.31
H 1.85 1.54 0.57
H 0.43 1.53 1.24
H 0.53 0.05 -1.36
H -1.22 -1.23 -1.51
*
```

***

x) Formula: C4H8ClN2
Source: the Open Molecules 2025 dataset
Level of theory: the ωB97M-V functional and the def2-TZVPD basis

## Properties
E_LUMO   -3.3079 eV
Orbital gap   10.75 eV

Structure (ORCA input):
```
! wB97M-V def2-TZVPD RIJCOSX def2/J DEFGRID3
* xyz 1 1
C -0.33 -1.49 0.59
C 1.11 -0.74 -0.93
C 0.77 0.34 -0.16
C 1.09 1.71 -0.05
N 0.47 -1.84 -0.42
N -0.18 -0.18 0.81
Cl -3.12 1.26 -0.08
H -0.95 -2.07 1.29
H -3.70 0.15 -0.07
H 1.58 -0.82 -1.84
H 1.24 2.11 -1.01
H 2.00 1.85 0.57
H 0.42 2.23 0.69
H 0.44 -2.76 -0.83
H -0.83 0.22 1.44
*
```

***

Most stable of them? x).

***

w) Formula: C46H44N2O
Source: the Open Molecules 2025 dataset
Level of theory: the ωB97M-V functional and the def2-TZVPD basis

## Properties
E_LUMO   -1.3202 eV
Orbital gap   6.19 eV

Structure (ORCA input):
```
! wB97M-V def2-TZVPD RIJCOSX def2/J DEFGRID3
* xyz 0 1
C -5.08 -1.08 -1.58
C -3.71 -0.75 -2.11
C -3.21 0.56 -2.10
C -1.87 0.84 -2.39
C -1.31 2.22 -2.30
C -1.03 -0.24 -2.73
N 0.35 0.03 -2.97
C 1.43 -0.54 -2.39
N 2.56 0.06 -2.93
C 3.91 -0.25 -2.68
C 4.27 -1.62 -2.55
C 3.25 -2.71 -2.62
C 5.62 -1.97 -2.52
C 6.64 -1.00 -2.54
C 8.07 -1.38 -2.34
C 6.26 0.32 -2.76
C 4.93 0.73 -2.82
C 4.74 2.20 -3.10
C 2.21 0.84 -4.11
C 0.72 0.83 -4.16
C -1.54 -1.53 -2.91
C -0.68 -2.62 -3.46
C -2.88 -1.77 -2.58
H -5.40 -2.06 -1.98
H -5.08 -1.15 -0.48
H -5.81 -0.32 -1.88
H -3.86 1.38 -1.80
H -0.23 2.17 -2.15
H -1.50 2.83 -3.20
H -1.72 2.77 -1.44
H 3.65 -3.62 -2.15
H 2.31 -2.43 -2.11
H 3.03 -2.96 -3.67
H 5.88 -3.03 -2.49
H 8.69 -0.49 -2.19
H 8.18 -2.03 -1.46
H 8.45 -1.93 -3.21
H 7.04 1.08 -2.90
H 5.41 2.80 -2.46
H 5.06 2.41 -4.13
H 3.74 2.59 -2.92
H 2.61 1.85 -4.03
H 2.62 0.38 -5.02
H 0.38 0.33 -5.07
H 0.27 1.81 -4.08
H -1.19 -3.59 -3.36
H -0.42 -2.48 -4.52
H 0.26 -2.66 -2.90
H -3.26 -2.79 -2.65
C 0.55 5.96 1.29
C -0.47 5.31 0.58
C -0.98 4.09 1.02
C -0.44 3.46 2.17
C -0.78 2.06 2.52
C -0.82 1.07 1.58
C -1.12 -0.30 1.89
C -1.23 -1.24 0.81
C -2.27 -2.25 0.83
C -3.47 -1.99 1.58
C -4.34 -3.01 1.94
C -4.18 -4.29 1.40
C -3.17 -4.50 0.44
C -2.24 -3.51 0.16
C -1.45 -0.61 3.26
C -1.45 0.34 4.25
C -1.86 0.06 5.64
C -3.03 -0.68 5.96
C -3.38 -0.92 7.30
C -2.59 -0.42 8.35
C -1.44 0.31 8.05
C -1.09 0.53 6.72
C -0.84 1.66 3.95
O -0.26 2.32 4.83
C 0.54 4.16 2.90
C 1.04 5.38 2.47
H 0.95 6.91 0.94
H -0.86 5.76 -0.33
H -1.82 3.62 0.49
H -0.65 1.33 0.53
H -0.50 -1.21 0.00
H -3.69 -0.98 1.91
H -5.18 -2.80 2.61
H -4.86 -5.09 1.68
H -3.15 -5.46 -0.09
H -1.42 -3.70 -0.55
H -1.71 -1.63 3.52
H -3.67 -1.06 5.15
H -4.28 -1.49 7.53
H -2.88 -0.60 9.39
H -0.80 0.71 8.84
H -0.21 1.13 6.50
H 0.91 3.70 3.81
H 1.81 5.87 3.06
*
```

***

x) Formula: C46H44N2O
Source: the Open Molecules 2025 dataset
Level of theory: the ωB97M-V functional and the def2-TZVPD basis

## Properties
E_LUMO   -1.3119 eV
Orbital gap   6.30 eV

Structure (ORCA input):
```
! wB97M-V def2-TZVPD RIJCOSX def2/J DEFGRID3
* xyz 0 1
C -4.90 -1.03 -1.69
C -3.53 -0.73 -2.21
C -3.03 0.58 -2.20
C -1.71 0.84 -2.57
C -1.10 2.21 -2.44
C -0.90 -0.24 -2.96
N 0.46 0.02 -3.25
C 1.54 -0.62 -2.75
N 2.65 0.06 -3.21
C 3.99 -0.26 -2.92
C 4.36 -1.62 -2.79
C 3.39 -2.74 -2.92
C 5.71 -1.95 -2.64
C 6.69 -0.97 -2.56
C 8.13 -1.32 -2.26
C 6.32 0.36 -2.79
C 4.98 0.74 -2.94
C 4.74 2.19 -3.17
C 2.32 0.89 -4.40
C 0.82 0.87 -4.43
C -1.42 -1.54 -3.11
C -0.56 -2.64 -3.66
C -2.73 -1.77 -2.70
H -5.23 -2.02 -2.03
H -4.93 -1.05 -0.60
H -5.64 -0.29 -2.02
H -3.67 1.41 -1.86
H -0.01 2.16 -2.48
H -1.43 2.90 -3.23
H -1.35 2.68 -1.48
H 3.82 -3.64 -2.45
H 2.42 -2.52 -2.44
H 3.19 -3.00 -3.97
H 6.00 -3.00 -2.59
H 8.72 -0.41 -2.09
H 8.22 -1.95 -1.37
H 8.61 -1.88 -3.08
H 7.12 1.12 -2.83
H 5.44 2.78 -2.56
H 4.95 2.47 -4.21
H 3.74 2.52 -2.90
H 2.69 1.91 -4.35
H 2.74 0.41 -5.30
H 0.44 0.40 -5.35
H 0.39 1.87 -4.33
H -1.10 -3.59 -3.59
H -0.30 -2.50 -4.72
H 0.38 -2.73 -3.10
H -3.15 -2.78 -2.76
C 0.55 5.93 1.37
C -0.50 5.31 0.67
C -1.03 4.09 1.10
C -0.50 3.44 2.25
C -0.91 2.07 2.64
C -1.16 1.13 1.69
C -1.55 -0.22 2.00
C -1.67 -1.18 0.96
C -2.62 -2.23 1.06
C -3.78 -2.10 1.89
C -4.55 -3.20 2.23
C -4.28 -4.45 1.67
C -3.28 -4.55 0.69
C -2.46 -3.47 0.39
C -1.82 -0.50 3.40
C -1.61 0.40 4.41
C -1.96 0.12 5.83
C -3.13 -0.59 6.20
C -3.41 -0.86 7.55
C -2.55 -0.43 8.57
C -1.39 0.27 8.21
C -1.12 0.55 6.87
C -0.86 1.64 4.06
O -0.23 2.28 4.92
C 0.53 4.09 2.94
C 1.06 5.30 2.52
H 0.99 6.87 1.02
H -0.89 5.78 -0.24
H -1.89 3.65 0.58
H -1.01 1.35 0.63
H -1.01 -1.13 0.08
H -4.03 -1.11 2.29
H -5.36 -3.08 2.97
H -4.85 -5.33 1.98
H -3.14 -5.50 0.18
H -1.65 -3.55 -0.34
H -2.13 -1.51 3.67
H -3.84 -0.90 5.42
H -4.32 -1.42 7.81
H -2.78 -0.64 9.61
H -0.70 0.62 8.98
H -0.24 1.12 6.62
H 0.94 3.61 3.83
H 1.87 5.75 3.09
*
```

***

Most stable of them? x).

***

w) Formula: C4H13N3O2
Source: the Open Molecules 2025 dataset
Level of theory: the ωB97M-V functional and the def2-TZVPD basis

## Properties
E_LUMO (alpha / beta)   0.7005 / 0.7298 eV
Orbital gap (alpha / beta)   7.69 / 7.87 eV

Structure (ORCA input):
```
! wB97M-V def2-TZVPD RIJCOSX def2/J DEFGRID3
* xyz 0 1
C -1.14 -0.36 -0.78
C -0.15 -0.34 1.65
C -0.95 0.92 -1.29
N -2.36 -0.79 -0.18
O -0.89 -1.43 1.91
H -1.72 -1.34 1.36
H -0.48 -1.17 -1.08
H -3.08 -0.08 -0.21
H -2.72 -1.63 -0.60
H -0.64 0.63 1.63
H 0.78 -0.38 2.20
H -0.28 1.02 -2.13
H 0.12 1.63 -0.43
H -1.78 1.62 -1.27
N 2.39 -1.52 -0.57
C 1.29 1.74 0.06
O 1.94 -0.21 -0.83
N 1.67 0.47 0.39
H 3.25 -1.42 -0.01
H 1.70 -1.93 0.05
H 1.27 2.38 0.93
H 1.78 2.19 -0.81
*
```

***

x) Formula: C4H13N3O2
Source: the Open Molecules 2025 dataset
Level of theory: the ωB97M-V functional and the def2-TZVPD basis

## Properties
SMILES   CCC(N)(N)ON.C=O
E_LUMO   0.8341 eV
Orbital gap   10.10 eV

Structure (ORCA input):
```
! wB97M-V def2-TZVPD RIJCOSX def2/J DEFGRID3
* xyz 0 1
C 0.73 -1.00 0.38
C 1.26 1.55 -1.77
C 1.21 -0.57 1.76
O 1.61 1.54 -0.62
H 0.71 -2.09 0.30
H 1.42 -0.67 -0.39
H 0.55 2.30 -2.16
H -0.43 -0.79 -1.93
H 1.67 0.87 -2.53
H 1.30 0.52 1.82
H 0.51 -0.87 2.52
H 2.19 -1.01 1.98
C -0.80 -0.54 0.06
N -1.06 1.84 0.55
N -1.73 -1.62 0.30
O -1.25 0.49 0.92
N -0.87 -0.10 -1.32
H -0.06 2.02 0.50
H -1.46 1.97 -0.38
H -1.28 -2.50 0.54
H -2.36 -1.36 1.06
H -1.85 0.00 -1.60
*
```

***

y) Formula: C4H13N3O2
Source: the Open Molecules 2025 dataset
Level of theory: the ωB97M-V functional and the def2-TZVPD basis

## Properties
SMILES   NC=O.NC=O.CNC
E_LUMO   0.7258 eV
Orbital gap   9.23 eV

Structure (ORCA input):
```
! wB97M-V def2-TZVPD RIJCOSX def2/J DEFGRID3
* xyz 0 1
C -2.32 -0.58 0.54
N -2.35 -0.05 1.79
O -2.23 0.10 -0.47
H -0.33 0.94 -0.58
H -2.16 0.94 1.88
H -2.65 -0.59 2.59
H -2.78 -1.59 0.51
H -0.31 -1.29 0.67
C 1.10 1.39 0.83
C 1.49 1.03 -1.53
N 0.65 0.72 -0.38
C 0.66 -1.50 0.06
N 0.30 -1.90 -1.19
O 1.72 -1.74 0.59
H 1.03 -2.29 -1.77
H -0.59 -1.56 -1.53
H 1.06 0.57 -2.42
H 1.58 2.12 -1.71
H 0.40 1.18 1.64
H 1.18 2.48 0.71
H 2.08 0.99 1.09
H 2.48 0.62 -1.35
*
```

***

Most stable of them? y).